[1]
DFT (the ωB97M-V functional and the def2-TZVPD basis) results for a structure of composition C19H30B2N2O20Sr.

Each line ends with the Löwdin charge.
Positions of all 74 atoms, in Å:
Sr -1.078 -1.784 1.977  1.678
O 1.554 1.862 0.282  0.039
C 2.211 2.784 -0.265  -0.320
O 2.971 2.745 -1.365  0.244
B 3.499 4.105 -1.612  -0.873
O 2.797 5.023 -0.676  0.227
C 2.144 4.271 0.198  -0.349
O 1.503 4.788 1.139  0.062
O 3.224 4.608 -2.975  0.218
C 4.368 5.049 -3.511  -0.395
O 4.467 5.539 -4.582  0.174
C 5.494 4.695 -2.536  -0.377
O 4.944 4.218 -1.466  0.246
O 6.700 4.863 -2.731  0.116
O 5.470 -1.202 -7.570  0.095
C 4.766 -0.922 -6.580  -0.348
O 3.961 -1.688 -5.865  0.203
B 3.206 -0.869 -4.845  -0.790
O 3.924 0.449 -4.879  0.229
C 4.728 0.481 -5.890  -0.411
O 5.360 1.443 -6.284  0.135
O 1.796 -0.693 -5.147  0.266
C 1.058 -0.983 -4.123  -0.398
O -0.155 -0.850 -4.004  0.096
C 1.955 -1.515 -2.995  -0.312
O 3.235 -1.400 -3.438  0.212
O 1.538 -1.715 -1.830  0.043
C 0.005 0.595 4.610  -0.097
O -0.064 -0.784 4.445  -0.309
C 0.712 -1.505 5.448  -0.150
C 0.654 -3.055 5.251  -0.186
N 1.024 -3.377 3.884  -0.105
C 0.981 -4.797 3.641  -0.191
C 0.792 -4.944 2.084  -0.169
O -0.551 -4.571 1.771  -0.314
C -1.375 -5.667 1.360  -0.071
H -0.719 1.127 3.993  0.097
H 1.027 0.886 4.367  0.113
H -0.201 0.882 5.641  0.102
H 0.396 -1.325 6.476  0.131
H 1.760 -1.204 5.439  0.133
H -0.332 -3.472 5.455  0.122
H 1.307 -3.631 5.907  0.132
H 1.998 -3.121 3.816  0.132
H 0.200 -5.350 4.163  0.127
H 1.862 -5.333 3.993  0.131
H 1.046 -5.950 1.751  0.133
H 1.457 -4.223 1.609  0.128
H -2.424 -5.476 1.135  0.093
H -1.371 -6.511 2.049  0.098
H -0.936 -6.046 0.436  0.103
C -4.294 -3.197 -1.541  -0.135
O -3.081 -2.531 -1.181  -0.162
H -4.962 -2.476 -2.012  0.084
H -4.055 -3.968 -2.273  0.085
H -4.749 -3.586 -0.630  0.075
H -2.786 -2.012 -1.933  0.082
C -5.519 1.339 0.283  -0.081
C -4.098 1.868 0.053  -0.403
C -4.210 3.424 -0.096  -0.145
O -2.876 4.027 -0.372  -0.188
C -2.902 5.422 -0.479  -0.125
N -3.280 1.412 1.195  0.023
H -6.045 1.775 1.131  0.078
H -5.518 0.273 0.511  0.066
H -6.188 1.496 -0.563  0.082
H -3.681 1.482 -0.877  0.141
H -4.669 3.920 0.759  0.119
H -4.898 3.584 -0.927  0.123
H -1.892 5.829 -0.536  0.097
H -3.436 5.808 0.389  0.081
H -3.386 5.842 -1.361  0.086
H -3.769 1.668 2.041  0.061
H -2.595 2.151 1.266  0.062

Summary:
- Orbital gap: 4.339 eV
- Lowest unoccupied orbital energy: -3.59 eV
- Strongest force on any atom: 0.07907 hartree/bohr

=====

[2]
DFT (the ωB97M-V functional and the def2-TZVPD basis) results for a cluster of 6 separate species, C45H48BClFNO18P3 in total.

Each line ends with the Löwdin charge.
Positions of all 118 atoms, in Å:
C -3.949 0.601 -3.557  -0.193
C -3.052 -0.440 -2.704  -0.443
P -1.507 0.452 -2.071  0.837
C -0.185 0.125 -3.386  -0.493
C -0.702 0.882 -4.745  -0.208
P -0.910 -0.175 -0.048  0.220
Cl 0.749 -1.272 -0.977  0.393
C -1.757 -1.894 -0.100  -0.353
C -1.239 -2.955 0.978  -0.238
O -1.930 -4.231 0.651  -0.190
P -2.607 0.908 0.871  0.638
O -2.683 0.651 2.407  -0.385
O -4.148 0.376 0.266  -0.273
O -2.595 2.611 0.509  -0.261
O -0.142 -0.662 1.435  -0.380
C 1.047 0.166 1.714  -0.162
B 0.890 0.310 3.356  -0.480
O 1.892 -0.323 4.181  0.087
O -0.151 1.041 4.019  0.101
C 1.080 1.499 0.816  -0.345
C 2.257 1.664 -0.322  -0.083
C 3.490 0.673 -0.133  -0.139
F 4.317 0.785 -1.352  -0.154
C 1.337 2.817 1.678  -0.070
C 0.358 3.972 1.955  0.026
C 0.804 5.153 2.803  -0.135
N 2.049 5.462 3.419  0.009
C 2.933 4.390 3.100  -0.145
C 2.718 3.103 2.322  0.003
O -0.090 1.388 -0.019  -0.397
H -4.725 1.041 -2.820  0.049
H -4.534 0.079 -4.405  0.070
H -3.318 1.453 -3.993  0.042
H -2.683 -1.249 -3.453  0.075
H -3.665 -0.990 -1.918  0.057
H -0.095 -0.987 -3.702  0.069
H 0.841 0.569 -3.168  0.050
H 0.122 0.877 -5.559  0.070
H -1.103 1.933 -4.535  0.056
H -1.564 0.248 -5.148  0.049
H -2.897 -1.875 -0.042  0.079
H -1.500 -2.336 -1.139  0.065
H -0.120 -3.204 0.908  0.105
H -1.575 -2.728 2.063  0.135
H -1.247 -4.928 0.556  0.088
H -4.846 1.018 0.553  0.029
H -3.472 2.846 0.131  0.046
H 1.885 -0.608 1.649  0.134
H 1.570 -0.265 5.107  0.100
H -0.511 1.679 3.356  0.080
H 1.774 1.452 -1.332  0.097
H 2.658 2.743 -0.375  0.129
H 3.216 -0.432 -0.049  0.084
H 4.195 0.916 0.731  0.109
H -0.698 3.937 1.522  0.097
H -0.007 5.956 2.990  0.093
H 4.002 4.540 3.515  0.100
H 3.568 2.348 2.212  0.098
C -3.766 7.030 3.021  0.026
C -4.229 7.352 4.229  0.021
C -3.656 8.480 4.994  -0.391
O -4.076 8.774 6.098  0.096
C -2.552 9.237 4.367  0.018
C -2.089 8.916 3.159  0.020
C -2.662 7.788 2.393  -0.394
O -2.242 7.495 1.290  0.104
H -4.174 6.207 2.447  0.124
H -5.037 6.809 4.703  0.122
H -2.144 10.060 4.941  0.120
H -1.281 9.459 2.686  0.123
C -7.517 2.863 -2.289  0.030
C -8.748 3.044 -2.767  0.022
C -9.919 2.398 -2.135  -0.389
O -11.043 2.562 -2.572  0.099
C -9.671 1.546 -0.953  0.021
C -8.439 1.364 -0.475  0.033
C -7.269 2.011 -1.107  -0.358
O -6.145 1.848 -0.671  0.084
H -6.648 3.328 -2.739  0.126
H -8.947 3.666 -3.631  0.122
H -10.539 1.081 -0.503  0.122
H -8.240 0.743 0.389  0.128
C 9.060 -1.408 -3.671  0.000
C 7.966 -2.020 -4.126  0.000
C 6.626 -1.689 -3.596  -0.384
O 5.628 -2.249 -4.011  0.106
C 6.545 -0.652 -2.545  0.031
C 7.640 -0.041 -2.090  0.025
C 8.979 -0.372 -2.619  -0.387
O 9.980 0.187 -2.205  0.089
H 10.048 -1.639 -4.046  0.112
H 8.008 -2.780 -4.896  0.121
H 5.556 -0.421 -2.168  0.095
H 7.598 0.720 -1.320  0.122
C -4.970 -8.303 1.178  0.008
C -4.329 -7.169 0.889  0.032
C -3.906 -6.234 1.953  -0.347
O -3.321 -5.196 1.688  0.085
C -4.218 -6.607 3.350  0.028
C -4.859 -7.742 3.639  0.007
C -5.282 -8.675 2.574  -0.401
O -5.866 -9.713 2.837  0.078
H -5.288 -8.999 0.411  0.116
H -4.092 -6.882 -0.128  0.126
H -3.900 -5.912 4.117  0.123
H -5.096 -8.029 4.656  0.116
C 8.721 -4.889 -1.969  0.032
C 8.593 -5.539 -0.812  0.029
C 9.778 -5.979 -0.045  -0.387
O 9.663 -6.574 1.010  0.105
C 11.109 -5.668 -0.610  0.021
C 11.236 -5.018 -1.767  0.025
C 10.051 -4.579 -2.534  -0.369
O 10.167 -3.983 -3.589  0.083
H 7.864 -4.560 -2.544  0.120
H 7.626 -5.774 -0.384  0.126
H 11.966 -5.997 -0.035  0.121
H 12.203 -4.784 -2.194  0.122

Summary:
- Total charge: -1
- Orbital gap: 4.060 eV
- Lowest unoccupied orbital energy: -0.50 eV
- Strongest force on any atom: 0.12278 hartree/bohr

=====

[3]
DFT (the ωB97M-V functional and the def2-TZVPD basis) results for an isolated molecule of C16H28BN.

Each line ends with the Löwdin charge.
Positions of all 46 atoms, in Å:
C 1.309 -1.929 -2.073  -0.180
C 0.179 -1.191 -2.858  -0.149
C -0.412 -0.021 -2.050  -0.216
C -0.162 1.360 -2.719  -0.166
C 1.344 1.642 -2.883  -0.174
C 2.105 1.563 -1.517  -0.169
C 1.887 0.260 -0.777  -0.223
C 2.451 -1.013 -1.532  -0.133
B 0.295 0.120 -0.616  -0.365
N -0.343 0.011 0.671  0.060
C -1.779 0.270 0.847  -0.269
C -1.991 1.410 1.918  -0.117
C -0.639 1.862 2.461  -0.197
C 0.154 0.695 3.027  -0.125
C 0.295 -0.432 1.948  -0.254
C -0.343 -1.722 2.450  -0.152
C -1.888 -1.662 2.492  -0.169
C -2.495 -1.023 1.210  -0.133
H 1.741 -2.709 -2.768  0.119
H 0.856 -2.439 -1.212  0.103
H 0.585 -0.830 -3.800  0.103
H -0.628 -1.883 -3.095  0.108
H -1.479 -0.164 -1.791  0.116
H -0.691 2.112 -2.113  0.119
H -0.596 1.381 -3.705  0.102
H 1.806 0.969 -3.614  0.101
H 1.419 2.677 -3.284  0.114
H 1.778 2.427 -0.866  0.130
H 3.177 1.667 -1.663  0.105
H 2.240 0.326 0.260  0.110
H 3.058 -0.664 -2.356  0.093
H 3.158 -1.622 -0.904  0.119
H -2.075 0.621 -0.145  0.125
H -2.570 0.994 2.747  0.100
H -2.636 2.214 1.523  0.115
H -0.115 2.339 1.623  0.112
H -0.782 2.677 3.181  0.111
H -0.350 0.320 3.953  0.122
H 1.153 0.994 3.341  0.107
H 1.369 -0.636 1.759  0.137
H 0.115 -1.997 3.420  0.119
H -0.065 -2.600 1.826  0.118
H -2.234 -2.682 2.610  0.100
H -2.242 -1.099 3.371  0.101
H -3.557 -0.877 1.331  0.109
H -2.398 -1.719 0.373  0.116

Summary:
- SMILES: C1C[C@H]2CCC[C@@H](C1)B2N1[C@H]2CCC[C@@H]1CCC2
- Orbital gap: 9.153 eV
- Lowest unoccupied orbital energy: 0.76 eV
- Strongest force on any atom: 0.04044 hartree/bohr

=====

[4]
DFT (the ωB97M-V functional and the def2-TZVPD basis) results for an isolated molecule of C21H26ClNOS.

Each line ends with the Löwdin charge.
Positions of all 51 atoms, in Å:
C -7.562 -0.250 0.232  -0.404
S -6.393 -1.285 -0.696  0.878
C -4.808 -0.717 -0.157  -0.553
C -4.610 0.439 0.586  -0.089
C -3.331 0.795 0.972  -0.029
C -2.233 0.021 0.624  -0.226
C -0.859 0.429 1.083  -0.153
N -0.616 1.826 0.757  -0.164
C 0.459 2.443 1.502  -0.171
C 1.854 1.979 1.061  -0.109
C 2.093 2.213 -0.438  -0.417
C 2.232 3.719 -0.759  -0.215
O 3.313 4.345 -0.113  -0.046
C 3.423 1.550 -0.887  -0.090
C 3.532 0.090 -0.569  -0.231
C 4.067 -0.339 0.642  -0.043
C 4.138 -1.683 0.959  -0.099
C 3.673 -2.620 0.050  -0.679
Cl 3.753 -4.305 0.439  0.663
C 3.156 -2.221 -1.171  -0.100
C 3.093 -0.872 -1.472  -0.042
C 0.910 1.623 -1.218  -0.104
C -0.453 2.067 -0.663  -0.160
C -2.438 -1.122 -0.139  -0.038
C -3.712 -1.492 -0.524  -0.117
H -7.343 -0.313 1.294  0.038
H -8.545 -0.665 0.031  0.028
H -7.519 0.777 -0.120  0.033
H -5.439 1.066 0.871  0.091
H -3.174 1.694 1.547  0.116
H -0.109 -0.258 0.658  0.117
H -0.812 0.336 2.173  0.133
H 0.318 2.223 2.564  0.121
H 0.360 3.526 1.373  0.119
H 2.617 2.484 1.658  0.119
H 1.938 0.910 1.266  0.109
H 1.298 4.246 -0.529  0.116
H 2.430 3.838 -1.827  0.133
H 3.145 4.350 0.836  0.084
H 3.516 1.693 -1.966  0.129
H 4.238 2.094 -0.405  0.125
H 4.442 0.388 1.347  0.119
H 4.554 -2.005 1.901  0.105
H 2.812 -2.958 -1.879  0.104
H 2.706 -0.566 -2.433  0.117
H 0.967 0.535 -1.163  0.101
H 0.976 1.910 -2.269  0.127
H -1.251 1.540 -1.192  0.123
H -0.596 3.139 -0.832  0.119
H -1.597 -1.735 -0.429  0.112
H -3.872 -2.383 -1.111  0.099

Summary:
- SMILES: CSc1ccc(CN2CCC(CO)(Cc3ccc(Cl)cc3)CC2)cc1
- Orbital gap: 8.580 eV
- Lowest unoccupied orbital energy: 0.63 eV
- Strongest force on any atom: 0.01192 hartree/bohr

=====

[5]
DFT (the ωB97M-V functional and the def2-TZVPD basis) results for a cluster of 4 separate species, C39H64BF4N2OP in total.

Each line ends with the Löwdin charge.
Positions of all 112 atoms, in Å:
C -4.842 -3.593 -0.357  -0.097
C -5.654 -2.423 -0.954  -0.243
C -6.189 -2.721 -2.364  -0.211
C -5.521 -1.909 -3.480  -0.209
C -3.996 -1.904 -3.411  -0.222
C -3.384 -3.257 -3.778  -0.184
C -2.021 -3.221 -4.502  -0.197
C -1.093 -2.060 -4.161  -0.217
C 0.128 -2.085 -5.095  -0.202
C 1.358 -1.371 -4.491  -0.185
C 2.507 -2.360 -4.239  -0.197
C 3.247 -2.087 -2.908  -0.203
C 2.548 -2.750 -1.715  -0.188
C 2.762 -1.929 -0.411  -0.211
C 1.545 -1.086 -0.077  -0.241
C 1.881 -0.144 1.092  -0.272
P 0.561 1.088 1.476  0.865
C -0.338 -0.196 2.611  -0.334
C -1.797 0.132 2.916  -0.251
C -2.153 -0.473 4.255  -0.237
F -3.521 -0.369 4.482  -0.062
N 1.337 2.373 0.451  -0.232
C 2.561 2.962 1.018  -0.355
C 3.702 2.817 0.017  -0.103
B -0.974 1.225 0.298  -0.681
N -2.041 2.222 0.524  0.125
O -1.090 0.357 -0.737  0.121
H -4.665 -4.380 -1.077  0.052
H -5.395 -4.035 0.463  0.064
H -3.873 -3.266 0.003  0.063
H -6.483 -2.249 -0.282  0.093
H -5.074 -1.510 -0.944  0.086
H -6.134 -3.776 -2.597  0.099
H -7.243 -2.462 -2.375  0.099
H -5.862 -0.883 -3.388  0.107
H -5.789 -2.322 -4.446  0.105
H -3.672 -1.650 -2.411  0.090
H -3.659 -1.104 -4.064  0.101
H -3.345 -3.887 -2.898  0.095
H -4.091 -3.733 -4.453  0.104
H -1.481 -4.119 -4.217  0.108
H -2.161 -3.290 -5.575  0.109
H -0.771 -2.152 -3.131  0.106
H -1.559 -1.099 -4.322  0.098
H -0.186 -1.584 -6.008  0.107
H 0.355 -3.109 -5.355  0.096
H 1.086 -0.950 -3.529  0.089
H 1.698 -0.556 -5.115  0.105
H 3.226 -2.334 -5.051  0.105
H 2.109 -3.364 -4.168  0.099
H 3.256 -1.017 -2.724  0.104
H 4.275 -2.436 -2.955  0.093
H 2.884 -3.770 -1.567  0.103
H 1.482 -2.770 -1.927  0.095
H 3.644 -1.308 -0.539  0.101
H 2.978 -2.605 0.410  0.106
H 1.264 -0.486 -0.935  0.099
H 0.734 -1.759 0.179  0.110
H 1.997 -0.762 1.977  0.083
H 2.851 0.298 0.903  0.067
H 0.655 1.940 2.622  0.062
H -0.298 -1.166 2.126  0.073
H 0.227 -0.257 3.539  0.076
H -1.990 1.197 3.002  0.098
H -2.469 -0.337 2.206  0.113
H -1.607 0.047 5.036  0.094
H -1.894 -1.529 4.271  0.121
H 0.655 3.129 0.429  0.037
H 2.849 2.437 1.930  0.085
H 2.455 4.021 1.201  0.073
H 3.589 3.537 -0.784  0.062
H 3.662 1.846 -0.456  0.051
H 4.680 2.975 0.466  0.068
H -1.928 3.059 -0.042  0.072
H -2.928 1.808 0.237  0.070
H -1.798 0.670 -1.324  0.108
F -4.076 5.635 7.358  0.056
C -3.130 4.727 7.046  -0.288
C -1.802 5.053 7.234  -0.021
C -0.831 4.116 6.916  -0.086
C -1.198 2.876 6.410  -0.095
C -2.539 2.570 6.225  -0.073
C -3.517 3.499 6.548  -0.008
H -1.538 6.027 7.624  0.116
H 0.214 4.353 7.063  0.103
H -0.436 2.148 6.159  0.096
H -2.829 1.608 5.829  0.080
H -4.568 3.278 6.418  0.120
F 1.326 5.437 -0.501  0.051
C 0.939 6.631 -0.004  -0.281
C 0.345 7.545 -0.851  -0.018
C -0.056 8.769 -0.337  -0.083
C 0.146 9.064 1.004  -0.096
C 0.748 8.130 1.836  -0.080
C 1.145 6.901 1.333  -0.016
H 0.204 7.298 -1.894  0.117
H -0.528 9.494 -0.986  0.105
H -0.166 10.021 1.400  0.101
H 0.909 8.359 2.881  0.106
H 1.609 6.157 1.968  0.110
F 6.259 -4.371 -2.900  0.055
C 6.207 -4.932 -1.677  -0.292
C 6.142 -6.307 -1.571  -0.018
C 6.092 -6.879 -0.309  -0.084
C 6.099 -6.076 0.824  -0.097
C 6.162 -4.696 0.695  -0.083
C 6.221 -4.116 -0.564  -0.023
H 6.130 -6.914 -2.466  0.117
H 6.046 -7.955 -0.209  0.104
H 6.056 -6.527 1.806  0.100
H 6.163 -4.068 1.575  0.105
H 6.277 -3.042 -0.686  0.117

Summary:
- SMILES: CCCCCCCCCCCCCCCC[PH](CCCF)(NCC)B(N)O.Fc1ccccc1.Fc1ccccc1.Fc1ccccc1
- Orbital gap: 8.222 eV
- Lowest unoccupied orbital energy: 0.29 eV
- Strongest force on any atom: 0.02622 hartree/bohr

=====

Please write out number 4 again, unchanged.
DFT (the ωB97M-V functional and the def2-TZVPD basis) results for an isolated molecule of C21H26ClNOS.

Each line ends with the Löwdin charge.
Positions of all 51 atoms, in Å:
C -7.562 -0.250 0.232  -0.404
S -6.393 -1.285 -0.696  0.878
C -4.808 -0.717 -0.157  -0.553
C -4.610 0.439 0.586  -0.089
C -3.331 0.795 0.972  -0.029
C -2.233 0.021 0.624  -0.226
C -0.859 0.429 1.083  -0.153
N -0.616 1.826 0.757  -0.164
C 0.459 2.443 1.502  -0.171
C 1.854 1.979 1.061  -0.109
C 2.093 2.213 -0.438  -0.417
C 2.232 3.719 -0.759  -0.215
O 3.313 4.345 -0.113  -0.046
C 3.423 1.550 -0.887  -0.090
C 3.532 0.090 -0.569  -0.231
C 4.067 -0.339 0.642  -0.043
C 4.138 -1.683 0.959  -0.099
C 3.673 -2.620 0.050  -0.679
Cl 3.753 -4.305 0.439  0.663
C 3.156 -2.221 -1.171  -0.100
C 3.093 -0.872 -1.472  -0.042
C 0.910 1.623 -1.218  -0.104
C -0.453 2.067 -0.663  -0.160
C -2.438 -1.122 -0.139  -0.038
C -3.712 -1.492 -0.524  -0.117
H -7.343 -0.313 1.294  0.038
H -8.545 -0.665 0.031  0.028
H -7.519 0.777 -0.120  0.033
H -5.439 1.066 0.871  0.091
H -3.174 1.694 1.547  0.116
H -0.109 -0.258 0.658  0.117
H -0.812 0.336 2.173  0.133
H 0.318 2.223 2.564  0.121
H 0.360 3.526 1.373  0.119
H 2.617 2.484 1.658  0.119
H 1.938 0.910 1.266  0.109
H 1.298 4.246 -0.529  0.116
H 2.430 3.838 -1.827  0.133
H 3.145 4.350 0.836  0.084
H 3.516 1.693 -1.966  0.129
H 4.238 2.094 -0.405  0.125
H 4.442 0.388 1.347  0.119
H 4.554 -2.005 1.901  0.105
H 2.812 -2.958 -1.879  0.104
H 2.706 -0.566 -2.433  0.117
H 0.967 0.535 -1.163  0.101
H 0.976 1.910 -2.269  0.127
H -1.251 1.540 -1.192  0.123
H -0.596 3.139 -0.832  0.119
H -1.597 -1.735 -0.429  0.112
H -3.872 -2.383 -1.111  0.099

Summary:
- SMILES: CSc1ccc(CN2CCC(CO)(Cc3ccc(Cl)cc3)CC2)cc1
- Orbital gap: 8.580 eV
- Lowest unoccupied orbital energy: 0.63 eV
- Strongest force on any atom: 0.01192 hartree/bohr